No. 1
C4H11N3O | ωB97M-V/def2-TZVPD

```
19
Properties=species:S:1:pos:R:3:forces:R:3
H -1.0337 -2.4915 -0.2320 0.159 0.297 -0.182
N -0.3829 -1.8509 0.2505 0.493 0.811 -0.370
N -0.0341 -0.9531 -0.5432 -1.060 -1.686 0.099
C 0.8959 0.0182 -0.0223 0.633 0.502 0.451
C 2.0753 0.0676 -0.9988 -0.201 0.048 0.078
C 1.3356 -0.2141 1.4173 -0.260 0.139 -0.282
H 0.3575 0.9743 -0.0963 0.022 -0.118 0.005
H 2.7114 -0.8059 -0.8585 0.043 -0.037 -0.029
H 2.6670 0.9657 -0.8266 0.033 -0.031 0.012
H 1.7104 0.0735 -2.0255 0.053 0.028 -0.020
H 0.4707 -0.2127 2.0737 -0.006 -0.009 0.155
H 1.8295 -1.1753 1.5028 0.108 -0.170 0.080
H 2.0201 0.5690 1.7291 0.074 0.106 0.005
N -2.4298 0.8589 -0.9172 -0.157 0.276 -0.249
C -2.4956 0.8283 0.4285 -0.052 -0.229 0.023
O -2.2340 1.7660 1.1433 0.047 0.140 0.191
H -2.5325 0.0359 -1.4751 0.012 -0.204 -0.004
H -2.1138 1.6997 -1.3677 0.042 0.074 0.004
H -2.8169 -0.1539 0.8178 0.017 0.062 0.034
```
Positions in Å, forces in eV/Å.

## Properties
Energy = -10843.194 eV
F_max = 2.0 eV/A
Kohn-Sham gap = 9.99 eV
Energy relative to the best compared isomer or geometry (same formula, charge and spin) = 194.6 kJ/mol

---

No. 2
C4H11N3O | ωB97M-V/def2-TZVPD

```
19
Properties=species:S:1:pos:R:3:forces:R:3
C -1.9828 -0.9487 -0.4399 -0.304 0.486 0.400
C 0.2733 1.7580 -0.5861 1.348 -1.143 0.370
C 0.7939 0.3430 -0.4216 -4.687 3.566 -11.828
C 1.7295 -1.1107 1.1676 0.289 -1.307 -3.265
N -2.0554 -0.3133 0.5188 -0.073 -0.088 0.170
N -1.7645 -1.6000 -1.5130 0.758 -1.218 -0.808
N 1.1568 0.1303 0.7416 2.960 -1.381 10.433
O -0.3956 2.0478 0.5857 -0.597 0.753 0.082
H 1.2010 2.4669 -0.7399 -0.710 -0.043 0.279
H -0.2847 2.0250 -1.5245 0.223 -0.079 0.289
H 0.9737 -0.2359 -1.3486 0.358 0.269 1.174
H 2.1171 -1.7615 0.2960 -0.894 1.401 0.635
H 2.6181 -1.0055 1.6876 1.265 0.471 2.020
H 0.9799 -1.7447 1.5804 -0.612 -0.474 1.142
H -2.2457 -0.0239 1.4696 -0.296 -0.145 -0.224
H -0.9576 -2.2772 -1.4116 -1.368 0.766 -0.747
H -2.3608 -1.5532 -2.3770 0.714 -0.164 1.189
H -0.5314 2.9792 0.8770 0.318 -0.222 -0.711
H 0.7353 0.8244 1.4377 1.308 -1.446 -0.601
```
Positions in Å, forces in eV/Å.

## Properties
Energy = -10819.569 eV
Net charge = +2
Spin multiplicity = 3
F_max = 13.2 eV/A
Kohn-Sham gap (spin up / spin down) = 7.09 / 6.18 eV
Energy relative to the best compared isomer or geometry (same formula, charge and spin) = 109.1 kJ/mol

---

No. 3
C4H11N3O2 | ωB97M-V/def2-TZVPD

```
20
Properties=species:S:1:pos:R:3:forces:R:3
C 1.4051 -0.2045 -1.3111 -0.313 0.249 0.204
N 0.7036 0.2295 -0.0868 -1.101 -0.486 0.253
N 1.4942 1.1739 0.6279 -0.237 0.169 -0.146
C -0.7805 0.7079 -0.3537 1.493 0.773 -0.211
C -1.2596 1.8209 0.2796 0.005 -0.543 -0.029
H 1.4386 0.9507 1.6191 -0.040 -0.087 -0.050
H 1.0117 2.0762 0.5087 0.205 -0.280 0.049
H -1.0421 0.5576 -1.3962 -0.050 -0.219 0.104
H 0.7998 -0.9509 -1.8234 -0.016 0.024 0.059
H 2.3626 -0.6425 -1.0346 -0.104 0.050 0.084
H 1.5602 0.6617 -1.9536 0.037 -0.010 -0.047
H -1.1194 1.9814 1.3421 0.295 0.169 -0.030
H -2.0513 2.3886 -0.1881 -0.074 -0.164 -0.001
N -1.2505 -0.9812 0.3831 0.931 0.040 -0.675
C 0.2027 -1.2530 0.8656 -1.061 -0.295 0.156
O -1.6401 -1.9914 -0.5048 0.247 -0.019 0.470
O 0.6676 -2.3539 0.5294 -0.151 1.045 -0.193
H -0.8495 -2.5973 -0.4422 -0.312 0.122 0.071
H -1.9735 -0.7244 1.0534 0.063 -0.694 0.095
H 0.3204 -0.8491 1.8858 0.183 0.153 -0.166
```
Positions in Å, forces in eV/Å.

## Properties
Energy = -12886.165 eV
F_max = 1.7 eV/A
Kohn-Sham gap = 8.64 eV
Energy relative to the best compared isomer or geometry (same formula, charge and spin) = 643.1 kJ/mol

---

No. 4
C4H11N3O2 | ωB97M-V/def2-TZVPD

```
20
Properties=species:S:1:pos:R:3:forces:R:3
C -1.9451 0.7711 0.4775 0.130 -0.023 -0.461
C -1.0823 -0.1267 -0.3780 1.401 -0.757 1.548
N -0.4237 0.4087 -1.5583 1.892 -0.068 -1.188
O -0.1612 1.7881 -1.3665 0.300 -0.322 0.402
N 0.8316 -0.6272 -1.1249 -1.220 -0.045 -0.708
O 2.2147 -0.4123 -1.2431 -0.644 0.967 0.059
C 0.3253 -0.6219 0.2493 -1.554 0.624 -0.077
C 0.9499 0.4049 1.1814 0.179 -0.234 -0.225
N 0.2711 -1.9017 0.8719 0.190 -0.192 0.234
H -2.8674 0.9998 -0.0539 -0.108 0.071 0.094
H -1.4421 1.7040 0.7137 -0.002 0.017 0.058
H -2.1815 0.2394 1.3967 -0.070 -0.022 0.053
H -1.6303 -1.0135 -0.6994 -0.034 0.056 0.001
H 0.1020 2.1007 -2.2407 -0.134 -0.218 0.029
H 2.4712 -0.8897 -2.0432 -0.247 -0.006 0.114
H 1.9703 0.0956 1.4068 0.075 0.013 0.063
H 0.9974 1.3800 0.7066 -0.055 0.047 0.032
H 0.3906 0.4589 2.1121 -0.065 0.023 0.019
H 0.0984 -2.6383 0.1990 -0.017 0.058 -0.022
H 1.1112 -2.1200 1.3931 -0.016 0.009 -0.023
```
Positions in Å, forces in eV/Å.

## Properties
Energy = -12887.062 eV
F_max = 2.2 eV/A
Kohn-Sham gap = 9.60 eV
Energy relative to the best compared isomer or geometry (same formula, charge and spin) = 556.5 kJ/mol

---

No. 5
C4H11N3O2 | ωB97M-V/def2-TZVPD

```
20
Properties=species:S:1:pos:R:3:forces:R:3
H -0.3774 2.9827 -2.3988 -0.720 0.546 0.617
N 0.0830 2.3150 -1.8179 1.900 -1.789 -0.556
C -0.5130 1.6790 -0.8861 -0.397 3.672 -1.183
N -0.0059 0.4688 -0.4536 -4.301 2.211 4.509
N -1.6648 2.3536 -0.3333 -0.973 -2.955 2.088
C -2.6750 1.4791 0.3441 -1.257 1.273 -2.135
H -0.5034 -0.0309 0.3205 1.071 0.667 -1.426
H 0.5591 -0.0322 -1.0125 1.987 -1.754 -2.514
H -1.8390 3.3370 -0.0526 1.533 -1.141 -0.994
H -2.9878 1.8684 1.3444 0.082 -0.499 -0.945
H -2.3663 0.4573 0.3595 0.539 -0.544 0.594
H -3.5157 1.3891 -0.4455 0.462 0.391 1.798
C 2.7955 -2.4244 0.5098 0.952 -2.550 4.170
C 1.3928 -2.2508 0.2185 2.170 1.450 7.048
O 0.9026 -2.5603 -0.7381 -3.399 -2.168 -8.748
O 0.5420 -1.9452 1.1920 -1.263 3.000 5.881
H 2.9197 -3.4750 0.1837 0.520 0.485 0.286
H 3.1501 -2.3472 1.6496 -0.912 0.076 -2.673
H 3.3189 -1.8306 -0.1205 2.067 1.857 -1.733
H 0.7845 -1.4335 2.1366 -0.060 -2.228 -4.084
```
Positions in Å, forces in eV/Å.

## Properties
Energy = -12889.236 eV
F_max = 9.6 eV/A
Kohn-Sham gap = 8.57 eV
Energy relative to the best compared isomer or geometry (same formula, charge and spin) = 346.8 kJ/mol

---

No. 6
C4H11N3O2 | ωB97M-V/def2-TZVPD

```
20
Properties=species:S:1:pos:R:3:forces:R:3
H -2.3132 0.0393 -3.5075 0.525 0.296 1.258
N -1.7545 -0.6274 -2.9703 0.246 -0.837 0.820
C -1.4144 -0.6467 -1.7336 0.709 0.005 -0.683
N -0.8826 -1.8026 -1.1303 0.859 0.936 0.603
N -1.3988 0.4093 -0.7123 -1.733 0.338 -3.470
C -2.2264 -0.0379 0.3875 -1.413 1.553 2.233
H -0.2053 -1.5181 -0.4032 -0.568 -0.342 -0.441
H -0.4514 -2.5212 -1.6907 -0.491 0.185 -0.583
H -1.7798 1.2312 -1.2654 0.358 -1.072 1.438
H -3.2245 -0.5124 0.2468 1.012 -0.507 -0.826
H -2.6136 0.7993 1.0153 0.883 0.130 -0.493
H -1.5762 -0.5750 1.0601 -0.267 -0.633 0.208
C 2.3252 1.2675 2.2262 -0.754 -0.423 -1.107
C 2.3676 0.3348 1.0507 0.580 -2.040 -3.738
O 1.7853 -0.7079 0.8600 -0.952 -0.028 1.877
O 3.1687 0.6690 -0.0270 1.241 -0.610 -1.414
H 1.2393 1.2553 2.5128 1.238 0.320 0.154
H 2.7117 2.2385 1.9027 -0.276 -0.113 0.366
H 2.9792 0.8128 2.9659 -0.178 0.177 0.336
H 3.2636 -0.1080 -0.7877 -1.019 2.665 3.463
```
Positions in Å, forces in eV/Å.

## Properties
Energy = -12890.719 eV
F_max = 4.5 eV/A
Kohn-Sham gap = 9.63 eV
Energy relative to the best compared isomer or geometry (same formula, charge and spin) = 203.6 kJ/mol

---

No. 7
C4H11N3O2 | ωB97M-V/def2-TZVPD

```
20
Properties=species:S:1:pos:R:3:forces:R:3
C -0.1221 -1.8208 -1.3913 0.109 0.384 -0.239
C 0.7302 -1.1924 -0.3378 -0.807 -0.800 2.103
O 2.0217 -1.6308 -0.2507 0.452 0.237 -0.185
N 0.1827 -0.6453 0.6809 0.519 -0.600 -0.368
N 0.9174 -0.3803 1.8259 0.513 0.056 -0.664
H 0.2914 -1.6039 -2.3761 -0.252 -0.078 -0.206
H -1.1531 -1.4951 -1.2996 0.058 0.300 -0.121
H -0.1561 -2.9021 -1.2400 0.283 -0.041 0.008
H 2.2417 -2.1746 -1.0144 -0.011 0.085 0.013
H 0.3262 -0.4303 2.6451 0.133 -0.148 -0.230
H 1.7796 -0.9136 1.8906 -0.171 -0.046 0.214
H -1.6368 0.6169 1.3505 -0.085 0.162 -0.177
N -2.2341 0.5642 0.5266 0.461 0.011 0.340
C -1.7314 1.0292 -0.5121 0.687 2.904 -1.204
O -0.5909 1.9263 -0.8238 -2.644 -2.089 0.813
C 0.1797 2.3786 0.2663 1.027 0.403 -0.546
H -2.3220 1.0312 -1.4229 0.298 -0.291 -0.273
H -0.3967 2.5322 1.1853 0.255 -0.505 -0.028
H 0.5893 3.3509 -0.0155 -0.364 0.228 -0.117
H 1.0830 1.7595 0.3129 -0.462 -0.173 0.867
```
Positions in Å, forces in eV/Å.

## Properties
Energy = -12889.177 eV
F_max = 3.5 eV/A
Kohn-Sham gap = 9.13 eV
Energy relative to the best compared isomer or geometry (same formula, charge and spin) = 352.5 kJ/mol

---

No. 8
C4H11N3O2 | ωB97M-V/def2-TZVPD

```
20
Properties=species:S:1:pos:R:3:forces:R:3
C 2.4661 -0.4618 -0.5451 -0.960 -0.233 -0.353
N 1.6710 -0.3520 0.6958 0.080 -0.787 -1.558
C 0.9825 -1.3777 1.0684 -0.415 2.473 1.202
N -0.0716 -1.0341 2.0243 0.806 -1.871 -1.199
N 1.0193 -2.7009 0.6318 -0.317 1.203 0.420
H 3.1511 0.3618 -0.7153 0.044 0.174 0.511
H 1.7418 -0.4046 -1.3907 0.444 -0.070 0.284
H 3.0265 -1.3837 -0.7088 0.160 -0.208 0.269
H -0.3005 -0.0370 2.0319 0.729 -0.408 -0.139
H -0.8443 -1.4782 1.5500 -0.907 -0.191 0.648
H 1.8113 -2.9094 0.0568 0.274 -0.164 -0.104
H 0.8467 -3.3725 1.3600 -0.111 -0.148 0.053
C -0.5794 2.0954 -1.6935 -0.210 -0.241 -0.019
C -1.7252 1.5150 -0.8512 3.334 0.680 -0.648
O -2.7962 2.0303 -0.8749 -0.762 -0.967 0.786
O -1.3087 0.4784 -0.0710 0.987 -1.593 0.198
H -0.4309 1.4486 -2.5667 0.097 0.253 0.083
H 0.3674 2.2613 -1.1803 -0.027 -0.613 0.312
H -0.8803 3.0812 -1.9832 -0.357 0.392 -0.592
H -0.3255 0.0523 -0.1590 -2.888 2.319 -0.154
```
Positions in Å, forces in eV/Å.

## Properties
Energy = -12891.253 eV
F_max = 3.7 eV/A
Kohn-Sham gap = 9.89 eV
Energy relative to the best compared isomer or geometry (same formula, charge and spin) = 152.2 kJ/mol

---

No. 9
C4H11N3O2 | ωB97M-V/def2-TZVPD

```
20
Properties=species:S:1:pos:R:3:forces:R:3
C 1.6379 1.3720 1.2911 -0.607 0.015 1.233
N 0.6175 1.2395 0.2620 1.043 -1.004 0.347
C 1.0725 1.0108 -0.9162 -1.270 0.084 0.174
N 0.2302 0.4747 -1.9148 0.839 1.070 -0.770
N 2.3216 1.3438 -1.3618 -0.858 -0.542 -0.016
H 1.3046 0.8144 2.1729 -0.345 0.234 0.072
H 1.7677 2.4090 1.6428 0.320 -0.281 -0.364
H 2.5557 0.8282 1.0922 0.504 0.431 -0.495
H 0.0931 1.2627 -2.5408 -0.287 -0.480 -0.549
H -0.6674 0.0653 -1.6850 0.349 0.297 0.750
H 2.5347 1.1556 -2.3266 0.310 0.054 0.230
H 2.8935 1.8995 -0.7568 0.255 0.092 -0.276
C -2.5421 -2.1238 -0.0053 0.584 1.240 0.457
C -1.4401 -1.3530 0.7913 0.740 -2.670 -2.073
O -0.3874 -1.9626 0.9234 -0.247 0.636 0.760
O -1.5686 -0.0793 0.9394 -0.645 1.294 0.571
H -2.0038 -3.0229 -0.3043 -0.578 0.017 -0.160
H -2.8479 -1.4834 -0.8431 0.311 -0.271 -0.084
H -3.4724 -2.3158 0.5018 -0.135 -0.272 0.566
H -0.6587 0.3735 0.9451 -0.282 0.054 -0.374
```
Positions in Å, forces in eV/Å.

## Properties
Energy = -12891.844 eV
F_max = 3.5 eV/A
Kohn-Sham gap = 9.99 eV
Energy relative to the best compared isomer or geometry (same formula, charge and spin) = 95.2 kJ/mol

---

No. 10
C4H11N3O2 | ωB97M-V/def2-TZVPD

```
20
Properties=species:S:1:pos:R:3:forces:R:3
H -0.2553 1.2916 0.0811 -0.542 0.452 -0.042
N -0.8057 0.5560 0.5018 1.231 -1.154 0.040
C -1.9175 0.2709 -0.0504 -0.580 1.173 0.570
N -2.5555 -0.9044 0.2304 0.208 -0.010 -0.375
N -2.7284 1.1948 -0.7371 0.460 0.289 -0.166
C -2.3586 2.6171 -0.6701 -0.947 -0.425 -1.053
H -3.5555 -0.8373 0.3039 -0.018 -0.141 0.097
H -2.0624 -1.4657 0.9064 -0.166 -0.138 -0.040
H -2.9357 0.9765 -1.7021 -0.237 -0.541 0.178
H -3.2873 3.1411 -0.9031 0.084 0.243 0.100
H -1.6639 2.8823 -1.4708 0.399 0.160 0.383
H -2.0457 2.9211 0.3121 0.340 -0.073 0.277
C 2.9476 -0.0842 -0.7527 -0.886 -0.387 0.551
C 2.6901 -1.0606 0.3771 0.574 -0.930 -0.883
O 3.4932 -1.3816 1.1959 0.108 0.163 0.337
O 1.4995 -1.7512 0.2349 0.091 0.799 0.607
H 3.0042 -0.6702 -1.6688 0.162 0.003 -0.027
H 3.8385 0.5009 -0.5814 0.054 0.162 -0.010
H 2.0302 0.4966 -0.8303 0.177 0.474 -0.222
H 0.8157 -1.1115 0.5108 -0.512 -0.119 -0.325
```
Positions in Å, forces in eV/Å.

## Properties
Energy = -12891.729 eV
F_max = 1.7 eV/A
Kohn-Sham gap = 10.34 eV
Energy relative to the best compared isomer or geometry (same formula, charge and spin) = 106.2 kJ/mol

---

No. 11
C4H11N3O2 | ωB97M-V/def2-TZVPD

```
20
Properties=species:S:1:pos:R:3:forces:R:3
H -1.4671 -1.3322 2.4909 -1.289 -1.660 2.454
N -0.8656 -0.9912 1.8341 1.599 1.654 -3.326
C -0.7924 -1.6864 0.7475 -1.922 -1.380 0.224
N -1.0614 -3.1135 0.6840 0.742 4.744 0.718
N -0.7238 -1.0681 -0.4744 0.989 3.467 0.395
C -0.3591 -1.5980 -1.7339 -0.340 -2.901 -0.778
H -0.8398 -3.6547 -0.0544 0.822 -1.640 -2.990
H -1.4996 -3.5744 1.4036 -0.799 -0.690 2.059
H -0.6525 0.0010 -0.5364 -0.192 -2.267 1.175
H 0.6572 -2.0862 -1.7128 -0.976 0.070 -0.106
H -0.2664 -0.8105 -2.4925 -0.487 -0.239 0.314
H -1.2069 -2.3745 -1.9848 1.865 1.236 -0.303
C 1.9029 3.3105 0.0420 2.010 0.761 -0.373
C 0.6739 2.4929 0.0763 1.497 0.145 4.166
O 0.1948 2.2488 -0.9383 -3.466 -2.150 -4.926
O 0.1912 2.1218 1.2956 3.157 2.747 -0.018
H 2.4381 3.3183 1.0006 -0.034 0.097 -0.391
H 1.5265 4.3368 -0.1807 0.597 -0.569 0.123
H 2.6219 2.9742 -0.8498 -1.806 0.671 2.076
H -0.4720 1.4855 1.3835 -1.967 -2.095 -0.491
```
Positions in Å, forces in eV/Å.

## Properties
Energy = -12890.755 eV
F_max = 6.4 eV/A
Kohn-Sham gap = 9.49 eV
Energy relative to the best compared isomer or geometry (same formula, charge and spin) = 200.2 kJ/mol

---

No. 12
C4H11N3O2 | ωB97M-V/def2-TZVPD

```
20
Properties=species:S:1:pos:R:3:forces:R:3
H 4.6023 -0.3116 2.3831 -0.142 0.300 0.067
N 4.0865 -0.4271 1.5191 0.621 -0.627 -0.454
C 2.9476 0.1205 1.4863 -0.781 -0.050 0.735
N 2.0167 -0.2195 0.5121 -0.011 -0.100 -0.368
N 2.4518 1.0225 2.4163 -0.001 0.202 0.110
C 1.1050 1.0012 2.9601 -0.103 0.125 0.507
H 1.6770 0.5415 -0.0590 -0.117 0.101 0.187
H 2.3604 -0.9722 -0.0629 0.151 0.018 -0.069
H 3.1121 1.2094 3.1460 0.400 0.102 0.028
H 0.9523 0.2764 3.7679 0.200 -0.408 -0.226
H 0.3551 0.8191 2.2015 -0.006 0.159 -0.131
H 0.9453 1.9548 3.4662 -0.233 0.176 -0.396
C -3.5855 -1.0767 -1.1307 -0.504 0.413 -0.674
C -2.9972 -0.2595 -2.2491 1.151 -1.018 -0.733
O -2.0130 0.4276 -2.1587 -0.505 0.470 0.262
O -3.4993 -0.6090 -3.4584 -0.605 0.285 -0.001
H -4.3992 -1.6888 -1.4655 -0.501 -0.183 -0.469
H -4.0058 -0.4103 -0.3825 0.619 -0.184 0.503
H -2.8073 -1.7795 -0.8621 0.227 0.272 0.810
H -3.0687 -0.0881 -4.1562 0.139 -0.051 0.313
```
Positions in Å, forces in eV/Å.

## Properties
Energy = -12891.927 eV
F_max = 1.7 eV/A
Kohn-Sham gap = 9.45 eV
Energy relative to the best compared isomer or geometry (same formula, charge and spin) = 87.1 kJ/mol